DFT (ωB97M-V/def2-TZVPD) results for a 2-piece molecular cluster, C7H10N2O4 overall at a distorted geometry.

Values from the calculation:
- charge = 0
- highest occupied orbital energy (eV) = -7.97
- LUMO (eV) = -0.190
- 2S+1 = 1
- strongest force on any atom (eV/A) = 6.98
- energy relative to the best compared isomer or geometry (same formula, charge and spin) (kcal per mole) = 38.7
- SMILES = Cc1[nH]c(=O)cc(O)c1C(=O)O.N

Positions of all 23 atoms, in Å:
1 H -2.879 2.197 -0.066
2 C -1.294 -1.329 0.042
3 N 4.033 -1.241 0.191
4 H 0.140 2.707 -0.890
5 C -2.631 -1.096 0.072
6 O -0.830 -2.580 0.140
7 O -4.524 0.380 -0.287
8 H 0.198 -2.557 0.059
9 H 3.390 -1.786 0.735
10 C -0.381 -0.278 -0.055
11 H 2.834 0.152 -0.374
12 H 5.031 -1.308 0.564
13 H 3.806 -1.514 -0.670
14 H -1.067 3.482 0.329
15 C 0.999 -0.489 -0.259
16 C -1.146 1.397 0.013
17 O 1.439 -1.600 -0.511
18 N -2.427 1.345 0.058
19 O 1.924 0.491 -0.122
20 H 0.270 2.714 1.021
21 C -3.316 0.192 -0.110
22 H -3.259 -1.987 0.020
23 C -0.310 2.708 0.101

---

DFT (ωB97M-V/def2-TZVPD) results for an isolated molecule of C21H25FN2O3S.

Values from the calculation:
- charge = 0
- highest occupied orbital energy (eV) = -7.96
- LUMO (eV) = 0.610
- 2S+1 = 1
- strongest force on any atom (eV/A) = 0.91
- energy relative to the best compared isomer or geometry (same formula, charge and spin) (kcal per mole) = 31.6
- SMILES = CCNC(=S)N1CCc2cc(OC)c(OC)cc2[C@@H]1COc1ccc(F)cc1

Positions of all 53 atoms, in Å:
1 H -2.013 -0.492 -0.201
2 H -3.569 -1.895 3.862
3 C 1.806 -1.679 -1.167
4 C 2.258 -1.272 -3.495
5 C -0.374 -1.836 -0.151
6 C 0.287 0.747 1.902
7 C -1.208 1.062 6.492
8 C -0.948 -0.406 0.057
9 C -0.938 0.691 -2.092
10 H -4.415 -0.369 3.471
11 H -0.748 -2.235 -1.097
12 C -0.609 0.841 4.155
13 H 0.310 -1.581 -2.723
14 H -2.690 -0.808 2.048
15 H 1.945 0.148 0.723
16 C 1.357 -1.521 -2.474
17 C 4.081 -1.365 -1.920
18 C -3.844 -0.904 4.237
19 H -1.825 3.868 -3.749
20 N -0.458 1.650 -2.916
21 H -2.543 3.102 -5.171
22 C 3.178 -1.609 -0.907
23 H 1.235 1.698 3.573
24 H 1.913 -1.143 -4.509
25 H 3.517 -1.757 0.107
26 C -1.828 -0.262 2.397
27 C 0.379 1.142 3.223
28 C 3.606 -1.190 -3.208
29 N -0.370 0.555 -0.869
30 H 1.997 1.842 1.213
31 C 1.338 1.040 0.879
32 C -1.017 1.914 -4.223
33 H -4.459 -1.016 5.129
34 H -0.725 1.533 7.348
35 O 1.030 -1.916 -0.072
36 C -1.742 0.118 3.730
37 H -0.209 2.285 -4.860
38 H -0.743 -2.464 0.664
39 H -2.968 2.531 -3.556
40 H 1.459 1.489 -1.216
41 C 0.685 1.458 -0.438
42 F 4.482 -0.931 -4.206
43 S -2.143 -0.337 -2.605
44 O -2.718 -0.172 4.651
45 C -2.162 2.922 -4.170
46 H 0.076 2.405 -2.518
47 H 5.140 -1.307 -1.724
48 H -1.321 -0.007 6.681
49 O -0.345 1.312 5.405
50 C -0.829 0.041 1.484
51 H -2.192 1.509 6.339
52 H 0.266 2.468 -0.309
53 H -1.382 0.966 -4.622

---

DFT (ωB97M-V/def2-TZVPD) results for a 3-piece molecular cluster, C19H24BF6NO12 overall at a distorted geometry.

Values from the calculation:
- charge = 0
- highest occupied orbital energy (eV) = -8.56
- LUMO (eV) = -1.852
- 2S+1 = 1
- strongest force on any atom (eV/A) = 2.80

Positions of all 63 atoms, in Å:
1 O 2.691 2.460 0.750
2 H -6.402 1.402 1.441
3 H 3.555 -0.046 0.199
4 H 0.597 1.303 0.295
5 O -1.653 2.831 0.783
6 H 4.722 2.351 0.196
7 O -5.275 3.748 2.248
8 O -4.964 -2.330 -6.906
9 H 4.368 2.346 1.914
10 O 7.043 0.024 5.454
11 O -0.114 2.578 -1.144
12 C -3.269 1.207 0.154
13 H 2.987 1.667 -1.107
14 C -4.418 1.791 0.740
15 F -3.019 -4.971 -7.822
16 C 6.604 0.207 4.214
17 H 0.909 0.807 -1.429
18 C 0.891 1.633 -0.711
19 C -4.571 -3.220 -3.916
20 H 3.673 0.111 2.021
21 F 7.395 0.123 1.974
22 H -3.814 -1.430 -4.879
23 C 7.791 0.226 3.241
24 C 2.256 2.314 -0.595
25 C 5.325 -1.310 6.552
26 C 4.062 0.428 1.050
27 H 5.339 0.847 6.332
28 C -5.509 1.000 0.966
29 O -3.138 -3.139 -5.882
30 C -3.961 -2.981 -6.908
31 C -3.502 -2.452 -4.664
32 F 8.642 -0.781 3.475
33 O -2.566 -1.893 -1.604
34 C -3.418 -3.730 -8.131
35 O -3.917 4.256 0.365
36 F 8.483 1.368 3.354
37 C -2.191 -0.947 -0.863
38 H -2.601 -2.394 -4.059
39 O -1.331 1.900 -1.227
40 H -6.352 -0.843 0.801
41 H 2.278 3.291 -1.109
42 H -4.246 -4.245 -3.732
43 H 5.124 0.143 1.032
44 O 5.462 0.365 3.900
45 B -4.541 3.325 1.156
46 H 4.776 -1.511 5.632
47 F -2.361 -3.092 -8.657
48 H -5.052 3.231 3.032
49 C -2.034 2.055 -0.056
50 H -4.786 -2.741 -2.962
51 C 4.005 1.972 0.945
52 C -4.474 -0.868 0.034
53 C -3.325 -0.152 -0.204
54 H 6.562 0.212 7.419
55 N -5.521 -0.293 0.620
56 C 6.038 0.024 6.484
57 O -1.009 -0.687 -0.630
58 F -4.336 -3.837 -9.092
59 H -5.495 -3.276 -4.493
60 H 4.622 -1.326 7.383
61 H -4.546 -1.916 -0.253
62 H 6.045 -2.121 6.680
63 H -4.532 4.985 0.201

---

DFT (ωB97M-V/def2-TZVPD) results for an isolated molecule of C5H7NO at a distorted geometry.

Values from the calculation:
- charge = 0
- highest occupied orbital energy (eV) = -9.89
- LUMO (eV) = 0.662
- 2S+1 = 1
- strongest force on any atom (eV/A) = 1.14
- energy relative to the best compared isomer or geometry (same formula, charge and spin) (kcal per mole) = 31.8
- SMILES = C[C@H](C#N)/C=C\O

Positions of all 14 atoms, in Å:
1 C 0.348 0.073 -0.472
2 H -1.315 -0.361 2.552
3 H -1.218 0.438 -1.928
4 H 1.348 -0.869 2.208
5 C -0.397 0.988 -1.454
6 H -1.670 -0.441 0.256
7 O 0.751 -0.159 2.450
8 H 0.257 1.377 -2.238
9 C -0.463 -0.334 1.873
10 N 1.650 -1.773 -1.791
11 H 1.137 0.616 0.058
12 C 1.034 -0.998 -1.196
13 C -0.642 -0.372 0.563
14 H -0.821 1.815 -0.878

---

DFT (ωB97M-V/def2-TZVPD) results for an isolated molecule of C5H9NS at a distorted geometry.

Values from the calculation:
- charge = 0
- highest occupied orbital energy (eV) = -8.19
- LUMO (eV) = 0.616
- 2S+1 = 1
- strongest force on any atom (eV/A) = 5.90
- energy relative to the best compared isomer or geometry (same formula, charge and spin) (kcal per mole) = 48.7
- SMILES = C=C[C@H](C)C(N)=S

Positions of all 16 atoms, in Å:
1 N 1.167 0.568 1.382
2 H 0.327 1.132 1.272
3 C 1.621 -0.109 0.318
4 H 0.785 -0.734 -1.600
5 S 3.128 -0.520 -0.253
6 H -2.073 0.796 0.558
7 C -0.420 -1.448 -0.064
8 H 1.438 0.424 2.316
9 H -1.332 -1.555 -0.645
10 C 0.428 -0.305 -0.740
11 H -0.051 1.387 -1.703
12 C -1.606 1.196 -0.251
13 H -0.659 -1.322 1.057
14 H -2.281 1.958 -0.501
15 H -0.017 -2.341 -0.239
16 C -0.454 0.872 -0.907

---

DFT (ωB97M-V/def2-TZVPD) results for a 9-piece molecular cluster, C48H88N16O4S overall at a distorted geometry.

Values from the calculation:
- charge = +6
- highest occupied orbital energy (eV) = -19.63
- LUMO (eV) = -11.519
- 2S+1 = 1
- strongest force on any atom (eV/A) = 3.16
- energy relative to the best compared isomer or geometry (same formula, charge and spin) (kcal per mole) = 81.5

Positions of all 157 atoms, in Å:
1 N -4.660 -1.250 -3.612
2 N 2.414 -3.870 -2.528
3 C 0.002 2.880 8.791
4 H 2.485 -3.388 1.548
5 H 0.899 4.410 -3.730
6 C -3.836 0.601 0.634
7 H -0.425 -6.411 1.178
8 N -2.628 3.983 -1.400
9 C -6.562 3.255 -3.131
10 H -0.345 2.628 -3.885
11 H 2.862 -0.343 -0.945
12 C 3.616 2.707 0.606
13 H 0.688 6.029 -1.753
14 C -5.351 -0.625 -2.634
15 O 1.449 0.007 1.000
16 C -1.900 4.418 -0.220
17 H 2.307 6.509 -1.850
18 H 3.365 -1.259 4.746
19 C 3.738 -3.999 -2.820
20 H -5.834 -0.084 0.037
21 H 1.362 -2.476 -1.162
22 N -4.497 -0.313 -1.630
23 N 1.067 -0.391 -4.540
24 C 0.414 -0.980 -5.569
25 C -3.259 -0.756 -2.032
26 H -1.683 -1.405 6.053
27 H 0.854 2.236 8.575
28 C -3.323 -1.298 -3.273
29 N 3.332 2.924 -0.803
30 N 1.270 -1.837 -6.146
31 C -0.082 3.956 7.715
32 H -0.606 -0.742 -5.816
33 H -4.159 5.504 -1.681
34 H -6.963 3.594 -2.180
35 C -5.393 3.992 -3.713
36 H 5.384 -2.602 -2.356
37 N 1.338 -5.242 1.451
38 C 0.234 1.923 -4.475
39 H -5.569 5.067 -3.743
40 H 0.842 -3.692 -7.087
41 C 1.329 -4.639 -3.149
42 C 2.401 -1.911 -5.381
43 H -5.097 3.682 -4.715
44 H 3.690 -4.277 6.346
45 C 3.418 3.025 -3.016
46 N 2.276 -1.590 6.599
47 H -5.635 -2.677 -4.702
48 H 1.270 7.142 -3.013
49 H -0.916 2.305 8.896
50 C -1.073 -0.585 5.678
51 H 4.096 -4.709 -3.549
52 H 3.246 -4.359 8.134
53 O -0.140 -0.541 -0.787
54 H 3.736 1.638 0.746
55 H 4.503 3.292 0.870
56 C -2.420 2.713 -1.958
57 C 4.364 -2.930 -2.233
58 H 0.041 -2.229 1.612
59 H 1.762 -7.220 0.854
60 H 1.812 4.432 -0.608
61 H 3.081 -0.793 -3.651
62 C 2.278 -6.332 1.202
63 H 4.313 -6.660 0.485
64 C 0.914 2.411 4.538
65 C 1.020 -2.655 -7.354
66 H 2.056 -4.113 6.782
67 C 1.112 2.625 5.864
68 C 1.474 6.208 -2.493
69 C 3.062 -3.917 7.159
70 H 3.183 -2.537 -5.781
71 C -0.815 3.261 2.921
72 H 1.135 2.419 -4.849
73 H 3.118 -1.966 8.383
74 H -3.493 1.892 -3.657
75 H 0.217 -2.148 -7.883
76 H 0.679 4.732 7.825
77 C -0.052 -4.040 -2.868
78 S 0.127 0.330 0.377
79 H -4.201 1.228 1.445
80 H -2.939 1.108 0.275
81 H 1.908 2.356 6.539
82 H -0.956 4.607 7.779
83 H 3.562 2.857 -4.070
84 C -4.938 0.343 -0.415
85 H 4.612 -0.506 -1.001
86 C 0.428 0.610 -3.701
87 O -0.821 0.027 1.450
88 H 3.643 -1.282 0.297
89 C 3.898 2.355 -1.915
90 H 0.561 -1.731 7.806
91 N -0.625 -4.277 1.402
92 H -0.201 1.781 -5.470
93 N -4.154 3.758 -2.936
94 C 3.198 -2.379 7.375
95 C 1.743 4.957 -3.316
96 H 0.930 -0.354 3.861
97 N 0.313 -0.884 5.824
98 H -2.560 -1.767 -3.868
99 N 2.531 3.965 -2.555
100 C 3.506 -5.931 0.397
101 C 2.428 3.796 -1.218
102 H -2.627 4.373 0.601
103 H -0.546 4.218 2.467
104 H -2.422 -3.877 0.394
105 H -1.703 4.164 5.492
106 C -0.775 3.635 5.345
107 C 0.966 -1.361 6.874
108 H -2.605 -5.022 1.626
109 C 2.249 -2.868 -1.643
110 H 0.199 3.371 9.743
111 C 0.304 -3.281 1.604
112 N 3.437 -2.267 -1.486
113 H -2.315 -3.340 2.132
114 H -2.376 -0.665 -1.408
115 H -0.145 -3.116 -3.445
116 C 2.432 -1.212 5.282
117 H -0.813 -4.659 -3.347
118 C 1.247 -0.774 4.807
119 N 0.038 3.316 6.378
120 H -1.291 0.288 6.302
121 C 1.525 -3.872 1.517
122 H -7.334 3.272 -3.906
123 H 4.226 -2.096 7.140
124 H -1.283 3.612 0.185
125 N -0.201 3.160 4.231
126 H 1.604 -4.655 -4.205
127 H 1.908 -2.554 -7.977
128 H 1.561 1.933 3.820
129 C 2.305 -0.999 -4.366
130 H 2.975 3.170 1.355
131 H 3.859 -4.927 0.616
132 H -3.498 -0.366 1.003
133 C 3.690 -1.026 -0.760
134 C -2.067 -4.102 1.400
135 H -4.569 -1.697 -5.678
136 H -6.154 -1.020 -5.069
137 C -3.409 2.595 -2.842
138 H -6.421 2.170 -3.073
139 H 0.892 0.850 -2.743
140 H -1.395 5.378 -0.214
141 H -0.520 0.193 -3.354
142 H -1.531 2.111 -1.849
143 H -1.891 3.351 3.080
144 C 0.008 -5.439 1.356
145 H -0.286 -3.958 -1.810
146 H 2.773 -6.466 2.169
147 H 4.728 1.680 -1.791
148 C -5.295 -1.653 -4.872
149 O 0.127 1.732 -0.044
150 H -5.353 1.288 -0.786
151 H 3.328 -6.065 -0.678
152 H 2.277 5.245 -4.224
153 H -1.366 -0.266 4.680
154 H -0.564 2.463 2.214
155 H 1.432 -5.680 -2.837
156 H -6.411 -0.426 -2.664
157 C -3.709 4.566 -1.971

---

DFT (ωB97M-V/def2-TZVPD) results for C24H50BCl26N2O2 as an isolated structure at a distorted geometry.

Values from the calculation:
- charge = 0
- highest occupied orbital energy (alpha / beta) (eV) = -7.76 / -8.91
- LUMO (alpha / beta) (eV) = 0.214 / 0.213
- 2S+1 = 2
- strongest force on any atom (eV/A) = 5.37
- energy relative to the best compared isomer or geometry (same formula, charge and spin) (kcal per mole) = 25.1

Positions of all 105 atoms, in Å:
1 C 1.892 1.500 -0.179
2 C 1.492 -0.801 1.979
3 H 5.999 1.953 3.377
4 Cl -0.035 -5.549 -1.142
5 H -5.031 4.708 -0.781
6 C 6.616 1.178 6.494
7 H -7.662 3.423 1.479
8 H 7.217 0.702 7.258
9 Cl 1.076 -2.523 -3.804
10 O -2.622 -1.944 0.244
11 H 2.054 -3.292 2.072
12 H 5.657 0.203 3.486
13 Cl -4.815 4.722 -3.117
14 C -6.860 2.732 1.259
15 H 0.488 -0.893 2.356
16 C 6.567 -0.997 -1.124
17 Cl 0.777 2.402 -5.905
18 H -4.291 0.149 -0.530
19 Cl -5.326 3.518 1.686
20 C -1.562 -5.504 -0.244
21 H 2.550 -3.664 0.428
22 C 0.410 -2.218 0.131
23 Cl 5.745 -0.090 5.617
24 Cl -2.105 2.618 -2.269
25 Cl 5.010 1.113 1.426
26 Cl -0.266 0.377 4.626
27 H -5.506 6.275 -1.499
28 N -2.261 0.460 -0.085
29 Cl -4.682 -6.691 -0.301
30 H -8.936 4.902 4.337
31 Cl -9.870 4.347 2.259
32 H 3.652 0.719 -2.047
33 H 3.071 -2.481 -5.027
34 H -3.867 1.718 0.143
35 Cl 2.609 0.906 4.933
36 H 3.082 -3.699 -3.718
37 H -6.831 2.485 0.206
38 H -8.398 6.002 3.034
39 H 4.183 -6.259 -4.262
40 H 2.133 1.389 -2.689
41 H 1.716 0.245 1.826
42 H 2.663 3.752 -5.536
43 H 0.924 2.333 4.117
44 Cl -1.342 -5.046 1.455
45 H 2.151 -1.134 2.776
46 H 2.520 -0.280 -3.008
47 H 2.839 1.513 0.350
48 H 0.632 -3.110 -0.439
49 H -6.772 -5.657 -0.558
50 H -0.620 0.689 1.258
51 H -2.224 -4.789 -0.717
52 H -0.192 -2.559 0.971
53 H -1.451 4.551 -3.407
54 Cl 1.576 3.809 -3.460
55 O 3.251 -1.658 -1.015
56 Cl -7.129 1.250 2.181
57 B -1.792 -0.897 -0.153
58 Cl -2.759 5.417 -1.659
59 N 2.489 -0.927 -0.292
60 C -2.364 4.234 -2.919
61 H -0.216 0.796 -1.250
62 H -0.726 -1.916 -1.631
63 Cl -10.440 6.663 3.975
64 C 0.363 -0.108 -1.411
65 Cl 5.076 -5.172 -2.378
66 Cl 7.836 -2.221 -0.927
67 Cl -5.379 -4.342 -1.915
68 C -5.561 5.198 -1.588
69 Cl 2.499 -6.506 -2.644
70 H -1.982 -6.500 -0.257
71 C 2.527 -2.884 1.181
72 Cl 7.723 0.645 2.461
73 C 0.983 1.600 4.912
74 Cl 2.129 -4.523 -5.698
75 H -1.034 2.155 0.370
76 C -9.238 5.476 3.471
77 H 4.643 -7.406 -2.972
78 C -5.757 -5.294 -0.477
79 H 0.376 -0.235 -2.478
80 H -3.195 4.192 -3.613
81 H -2.054 1.584 1.682
82 H 5.606 -1.489 -1.237
83 H 1.113 1.582 0.565
84 C 2.609 0.508 -2.271
85 H 3.541 -2.588 1.437
86 H 1.148 4.697 -5.591
87 C -1.442 1.262 0.841
88 C -0.401 -1.287 -0.800
89 H 1.861 2.356 -0.845
90 H -3.957 0.338 1.212
91 H 7.234 1.714 5.786
92 C 4.178 -6.455 -3.196
93 H -5.629 -4.662 0.393
94 H 6.581 -0.367 -0.245
95 H 0.800 2.052 5.878
96 Cl 6.841 0.027 -2.543
97 H -2.415 -2.315 1.102
98 Cl 5.530 2.332 7.273
99 C 1.821 0.210 -1.005
100 C 1.626 3.796 -5.229
101 C 1.715 -1.674 0.732
102 Cl -7.272 4.730 -1.493
103 C 2.510 -3.257 -4.524
104 C -3.676 0.655 0.206
105 C 6.037 1.002 2.861